Entry one
Below is 2 unconnected molecules or ions with the total composition C4H8BrN2, with properties calculated with ωB97M-V with the def2-TZVPD basis set.

```
! wB97M-V def2-TZVPD RIJCOSX def2/J DEFGRID3
* xyz 1 1
C 0.5922 -1.3349 0.0382
C -0.6396 1.7813 -0.8789
C -0.6926 2.0589 0.7900
C -1.1064 0.8335 0.1294
N 1.9322 -1.2106 0.1111
N 0.0530 -2.5126 -0.1952
Br -2.5381 -0.3381 0.1249
H -1.3319 2.1227 -1.6174
H 0.3680 2.0065 -1.1159
H 0.3203 2.2336 1.1289
H -1.2994 2.7144 1.2051
H 2.3547 -0.3906 0.4573
H 2.5316 -2.0096 0.0220
H -0.9636 -2.5231 -0.0906
H 0.4196 -3.4313 -0.1090
*
```

Results
* gap between HOMO and LUMO (spin up / spin down): 7.5 / 7.5 eV
* HOMO level (spin up / spin down): -13.0070 / -13.0109 eV

Entry two
Below is a gas-phase ion, C4H8BrN2 (charge +1), with properties calculated with ωB97M-V with the def2-TZVPD basis set.

```
! wB97M-V def2-TZVPD RIJCOSX def2/J DEFGRID3
* xyz 1 1
N -0.6779 -2.3076 0.1735
C -0.2720 -1.0339 0.0676
N 0.8354 -0.5162 -0.4454
C 0.8665 0.9000 -0.3596
C -0.4947 1.4597 0.1027
C -1.2658 0.2036 0.6336
Br -3.0857 -0.0125 -0.0979
H -1.6421 -2.4810 0.6097
H -0.3664 -2.9985 -0.4886
H 1.5095 -0.8957 -1.1437
H 0.9970 1.2770 -1.5340
H 1.7339 1.2895 0.2670
H -0.4450 2.0449 0.9893
H -1.0820 1.9958 -0.7611
H -1.3383 0.1515 1.7684
*
```

Results
* gap between HOMO and LUMO: 10.5 eV
* HOMO level: -14.5150 eV

Which of them is the least stable? Correct choice: entry one.